Model one:
Formula: Cl2H2NP
Source: the Open Molecules 2025 dataset
Level of theory: ωB97M-V/def2-TZVPD

```
6
Properties=species:S:1:pos:R:3
N -0.198 -0.729 0.124
P 0.107 0.781 0.826
Cl -1.772 -1.532 0.388
Cl 0.158 -0.850 -1.607
H 1.519 0.785 0.971
H 0.186 1.545 -0.702
```

Values from the calculation:
**E_HOMO**: -9.757 eV
**Frontier orbital gap**: 9.1 eV
**Structure (SMILES)**: PN(Cl)Cl
**Lowest unoccupied orbital energy**: -0.025 hartree

=====

Model two:
Formula: Cl2H2NP
Source: the Open Molecules 2025 dataset
Level of theory: ωB97M-V/def2-TZVPD

```
6
Properties=species:S:1:pos:R:3
N 1.386 1.492 0.171
P 0.182 0.659 0.521
Cl -1.680 -2.214 -0.707
Cl -1.118 1.512 -0.920
H 2.269 1.269 0.645
H -1.039 -2.717 0.290
```

Values from the calculation:
**E_HOMO**: -10.201 eV
**Frontier orbital gap**: 9.8 eV
**Structure (SMILES)**: [H]/N=P/Cl.Cl
**Lowest unoccupied orbital energy**: -0.015 hartree

=====

Stability, descending: model two, model one

=====

Model one:
Formula: C4H14NO3
Source: the Open Molecules 2025 dataset
Level of theory: ωB97M-V/def2-TZVPD

```
22
Properties=species:S:1:pos:R:3
C 0.403 1.003 0.687
O -0.057 2.040 0.031
C -0.184 -0.397 0.113
C 0.666 -1.605 0.401
C -0.154 -2.908 0.373
N -0.364 -0.447 -1.443
H 0.003 0.960 1.767
H 1.503 0.964 0.727
H -1.240 -0.737 0.562
H 1.116 -1.391 1.385
H 1.453 -1.522 -0.496
H 0.657 -3.602 0.131
H -0.426 -3.165 1.474
H -1.111 -3.010 -0.083
H -0.030 0.332 -1.820
H -1.243 -0.419 -1.815
H 2.239 2.555 0.422
H 1.038 2.955 -0.256
O 2.051 3.223 -0.133
H -2.093 1.208 -1.213
H -1.676 2.163 -0.195
O -2.552 1.800 -0.619
```

Values from the calculation:
**E_HOMO**: -4.387 eV
**Frontier orbital gap**: 8.1 eV
**Charge**: -1
**Lowest unoccupied orbital energy**: 0.138 hartree

=====

Model two:
Formula: C4H14NO3
Source: the Open Molecules 2025 dataset
Level of theory: ωB97M-V/def2-TZVPD

```
22
Properties=species:S:1:pos:R:3
C 0.861 0.569 0.722
O 1.916 -0.318 0.476
C -0.263 0.209 -0.167
C -1.406 1.127 -0.009
C -2.696 0.840 -0.769
N -0.724 -1.163 0.137
H 1.287 1.645 0.551
H 0.666 0.725 1.799
H 0.227 0.092 -1.213
H -1.162 2.152 -0.262
H -1.636 1.077 1.151
H -3.581 0.867 -0.163
H -2.786 1.605 -1.558
H -2.479 -0.149 -1.177
H -0.682 -1.418 1.062
H -0.085 -1.724 -0.324
H 1.402 -2.767 1.989
H 1.496 -1.630 0.759
O 1.007 -2.629 1.096
H 3.099 -0.413 -1.264
H 2.561 0.962 -1.038
O 2.979 0.338 -1.801
```

Values from the calculation:
**E_HOMO**: -4.126 eV
**Frontier orbital gap**: 8.2 eV
**Charge**: -1
**Lowest unoccupied orbital energy**: 0.148 hartree

=====

Stability, descending: model two, model one